Entry A
Here is one molecule with the formula C10H12N2S from the OMol25 dataset. Energies are from ωB97M-V/def2-TZVPD.

As for the HOMO energy: -8.7 eV. The structure (SMILES) is c1ccc(SCC2=NCCN2)cc1. The value obtained for the LUMO energy is 0.66 eV. The HOMO-LUMO gap is 9.384 eV.

Each line ends with the natural charge from an NBO analysis.
Positions of all 25 atoms, in Å:
C: -3.234 -0.481 -0.709  -0.2211
C: -2.938 -1.082 0.654  -0.2600
H: 2.003 -2.375 -1.262  0.2172
H: -4.114 0.126 -0.732  0.1804
H: -1.413 2.781 0.832  0.2467
H: 4.682 -0.194 1.232  0.2270
C: 3.355 -1.321 0.087  -0.2064
C: 2.884 1.030 0.457  -0.2175
H: -1.828 1.051 -1.633  0.4071
C: -0.770 1.817 0.734  -0.5670
H: -2.316 -1.957 0.442  0.1893
H: 3.172 2.044 0.756  0.2274
H: -0.325 1.549 1.688  0.2605
H: 3.960 -2.181 0.303  0.2131
H: -3.292 -1.295 -1.523  0.1995
S: 0.483 2.302 -0.540  0.1986
H: 0.487 -0.451 -1.610  0.2424
C: 3.702 -0.105 0.701  -0.2175
C: 2.172 -1.415 -0.675  -0.2086
N: -1.976 0.306 -0.895  -0.6477
H: -3.932 -1.353 1.088  0.2035
C: 1.666 0.923 -0.269  -0.1613
C: 1.344 -0.276 -0.893  -0.2265
C: -1.680 0.677 0.405  0.3987
N: -2.095 -0.121 1.361  -0.4779

***

Entry B
Here is one molecule with the formula C10H12N2S from the OMol25 dataset. Energies are from ωB97M-V/def2-TZVPD.

As for the HOMO energy: -8.4 eV. The structure (SMILES) is CCc1cscc1Cc1c[nH]cn1. The value obtained for the LUMO energy is 0.75 eV. The HOMO-LUMO gap is 9.196 eV.

Each line ends with the natural charge from an NBO analysis.
Positions of all 25 atoms, in Å:
H: 0.579 -0.862 2.411  0.2391
C: 0.466 -0.727 1.277  -0.4518
H: 2.480 0.481 -1.770  0.2095
H: -0.269 0.797 3.341  0.2208
C: -0.270 1.234 2.313  -0.3966
H: -0.871 -3.219 -2.338  0.2030
H: 1.661 -0.724 0.956  0.2262
H: -0.123 0.822 -1.709  0.2312
C: -0.494 2.872 0.692  -0.4611
C: 0.521 1.659 -1.342  -0.4241
C: -1.262 -2.700 1.007  -0.1156
N: -1.741 -3.288 -0.193  -0.5856
C: 0.025 1.749 0.129  -0.0318
N: -0.213 -1.793 -0.940  -0.4790
C: 1.953 1.615 -1.860  -0.6042
H: -2.164 -4.229 -0.670  0.4455
H: 2.337 2.442 -1.342  0.2128
S: -1.022 2.765 2.268  0.4559
C: 0.022 0.700 1.123  -0.0649
H: 0.133 2.677 -1.743  0.1957
C: -1.005 -2.749 -1.230  0.1937
C: -0.296 -1.705 0.538  0.0960
H: -1.100 3.594 0.105  0.2285
H: 1.930 1.661 -3.067  0.2186
H: -1.275 -3.073 2.043  0.2382

***

Which structure wins on stability? entry A wins.

***

Entry A
Here is C37H36N5PPtS3 as an isolated structure from the OMol25 dataset. Energies are from ωB97M-V/def2-TZVPD.

As for the HOMO energy (alpha / beta): -13.0 / -13.0 eV. The value obtained for the LUMO energy (alpha / beta) is -7.46 / -7.46 eV. The HOMO-LUMO gap (alpha / beta) is 5.556 / 5.556 eV. The total charge is +2.

Each line ends with the Löwdin charge.
Positions of all 83 atoms, in Å:
H: -4.804 -0.777 3.843  0.1553
N: 0.087 -2.438 -1.016  0.0249
H: -2.282 -3.572 -1.695  0.1134
S: 0.227 -2.176 1.654  0.7423
H: 3.036 2.798 -1.528  0.1059
C: -1.442 -1.059 -1.965  -0.1686
S: -3.109 -3.315 2.125  0.9601
H: -1.520 -2.375 -6.426  0.1149
H: 1.132 4.952 3.142  0.0939
H: 4.575 4.713 -1.564  0.1164
C: -4.710 -2.887 4.273  -0.1688
C: -2.118 -3.307 -2.732  -0.0240
H: 4.067 1.392 1.533  0.1193
C: -2.146 0.215 -1.881  -0.2091
C: 3.905 0.254 3.341  -0.0343
C: 3.991 5.413 0.379  -0.0385
H: -0.903 0.011 3.526  0.0599
C: 2.267 3.244 0.436  -0.2926
H: 1.830 3.374 3.479  0.0953
N: -4.404 -1.657 3.548  -0.0381
C: -3.651 1.885 -2.711  0.0051
H: -1.087 -0.712 -4.657  0.1065
H: -2.749 -5.213 -3.470  0.1133
C: 3.398 0.920 2.242  -0.0774
H: -4.396 -2.778 5.310  0.1307
P: 1.276 1.731 0.572  1.1510
C: 2.429 -0.429 -2.797  -0.0237
H: -0.655 1.573 2.697  0.0370
H: -3.194 -4.476 4.217  0.0831
H: 4.975 0.208 3.497  0.1196
H: 4.665 6.258 0.366  0.1190
C: -2.636 2.073 -0.569  -0.1388
H: -2.487 2.571 0.379  0.1205
C: 3.166 5.207 1.474  -0.0226
H: 0.997 -0.697 4.800  0.1224
C: -3.629 -1.716 2.487  -1.0619
N: -1.968 0.932 -0.753  -0.0892
H: -4.621 -4.814 3.229  0.0852
C: 0.612 -2.846 0.086  -0.8032
Pt: -0.800 -0.045 0.797  0.8919
C: 1.638 0.199 -3.742  -0.0560
H: 3.123 -1.198 -3.116  0.1230
H: 1.655 -4.336 -0.826  0.1242
H: -4.291 2.273 -3.491  0.1301
C: 3.273 -0.818 -0.477  -0.0322
C: -2.380 -4.229 -3.729  -0.0518
H: 1.710 -0.089 -4.783  0.1170
H: 4.143 -0.203 -0.240  0.0908
C: 3.937 4.550 -0.706  -0.0525
H: -5.785 -3.065 4.260  0.1315
C: 1.670 -0.268 4.068  -0.0490
C: -2.169 -3.894 -5.060  -0.0533
H: 0.418 3.506 2.418  0.0546
C: 1.514 0.939 -1.061  -0.3657
C: 3.036 -0.355 4.245  -0.0342
C: -1.471 -1.691 -4.397  -0.0402
C: -1.682 -2.023 -3.061  -0.1778
H: 3.204 5.895 2.310  0.1244
C: 3.068 3.474 -0.685  -0.0611
H: -3.165 0.070 -3.754  0.1245
H: 1.815 -4.275 0.905  0.1027
H: 3.639 -1.746 -0.910  0.0870
H: -2.366 -4.617 -5.840  0.1156
H: -4.000 3.520 -1.349  0.1258
C: 1.360 3.982 2.704  -0.0360
H: 0.131 1.699 -4.081  0.1153
C: -3.480 2.591 -1.530  -0.0095
C: 2.376 -0.097 -1.444  -0.2612
C: 1.135 0.407 2.967  -0.4010
N: 1.471 -3.876 0.049  0.1262
S: -3.272 -0.346 1.552  0.6909
C: -3.003 0.670 -2.872  0.0413
N: -0.658 -1.331 -0.977  -0.0637
C: 0.722 1.578 -2.024  -0.1554
H: 0.090 2.407 -1.718  0.1034
C: 2.274 4.143 1.518  -0.2621
H: 3.432 -0.882 5.102  0.1195
C: -1.704 -2.630 -5.391  -0.0528
C: 2.022 0.952 2.026  -0.3528
C: 0.763 1.204 -3.354  -0.0789
C: -0.315 0.545 2.786  -0.2889
C: -3.954 -4.032 3.581  -0.3578
H: 2.753 -1.039 0.454  0.0499

***

Entry B
Here is C37H36N5PPtS3 as an isolated structure from the OMol25 dataset. Energies are from ωB97M-V/def2-TZVPD.

As for the HOMO energy: -13.7 eV. The value obtained for the LUMO energy is -6.78 eV. The HOMO-LUMO gap is 6.920 eV. The total charge is +2.

Each line ends with the Löwdin charge.
Positions of all 83 atoms, in Å:
H: 1.644 1.419 -5.511  0.1186
H: -2.985 2.236 0.922  0.0607
H: 6.755 0.942 4.211  0.1174
C: 1.314 -2.634 -1.787  -0.0406
H: 2.887 4.311 0.021  0.1238
H: 4.829 1.269 5.725  0.1166
C: 1.342 3.076 0.445  -0.7565
C: -4.740 0.461 -3.031  -0.0423
C: 0.017 -1.574 4.987  -0.0053
C: -1.489 -0.217 3.744  -0.1420
H: 0.404 -5.114 2.127  0.1282
H: 1.817 0.666 -1.106  0.0369
H: 0.848 0.231 -3.544  0.0874
H: -1.573 4.143 -1.264  0.0070
H: 2.352 -2.925 -1.673  0.1260
H: -2.179 4.795 -2.776  0.0894
H: 0.681 -4.607 -2.320  0.1187
C: -1.256 -1.072 4.809  -0.0088
N: 2.080 2.059 0.740  0.0246
H: 6.379 0.422 1.825  0.1153
C: -3.369 0.613 -2.965  -0.0685
C: 5.536 0.545 2.492  -0.0495
P: -0.999 0.778 -1.495  1.0236
C: 3.159 0.582 2.859  -0.1808
H: 1.334 5.031 -0.175  0.1033
H: 2.053 -1.495 4.275  0.1319
H: -2.352 -1.613 -2.241  0.1028
C: -1.903 3.877 -2.261  -0.0466
H: 2.872 -0.719 -0.795  0.0793
C: 0.537 3.205 -5.060  -0.0338
C: -0.945 -3.199 -2.356  -0.0672
C: -0.331 1.863 -2.773  -0.2717
C: 5.747 0.843 3.832  -0.0484
H: 0.231 -2.262 5.794  0.1286
H: -0.833 -5.870 -0.523  0.0734
H: -5.493 0.675 0.278  0.1279
H: -2.807 3.275 -2.159  0.0786
H: -2.072 -1.342 5.465  0.1273
C: -0.366 3.797 -4.192  -0.0244
S: -2.455 -4.537 0.647  1.0028
C: -5.495 0.467 -1.856  -0.0292
H: 1.084 -4.963 0.500  0.1219
S: -2.184 -1.606 1.034  0.7868
S: -0.411 3.127 0.724  0.7545
H: -5.227 0.329 -3.987  0.1188
C: -0.990 -5.612 0.523  -0.3753
C: -1.492 -3.131 0.933  -1.0551
H: 2.604 -0.155 -2.434  0.1007
C: 4.667 1.021 4.685  -0.0490
Pt: -0.769 0.881 0.821  0.9319
H: 2.537 1.027 4.875  0.1229
C: -2.768 0.758 -1.712  -0.3663
H: 0.868 3.741 -5.939  0.1213
C: -0.838 3.158 -3.048  -0.2407
H: 4.083 0.234 0.950  0.0985
H: -2.767 0.594 -3.866  0.1284
C: -0.365 -0.918 -1.766  -0.3127
H: -0.741 4.788 -4.415  0.1212
C: -2.828 1.168 0.745  -0.3609
N: -0.209 -3.415 1.061  -0.0279
H: -1.171 -6.524 1.084  0.0876
C: 0.982 -1.286 -1.631  -0.2805
H: -1.690 -3.918 -2.669  0.1198
C: 4.248 0.429 2.002  -0.0253
C: 2.115 -0.313 -1.469  -0.0531
C: 0.537 1.254 -3.689  -0.0819
H: -6.568 0.334 -1.911  0.1201
H: -2.483 0.159 3.542  0.1101
N: -0.521 0.179 2.922  -0.0448
C: 1.784 0.447 2.342  -0.1616
C: -1.313 -1.884 -2.135  -0.0917
N: 1.319 1.065 1.319  -0.1377
H: -3.279 0.647 1.590  0.0229
C: 0.743 -0.249 3.137  -0.2241
C: 1.036 -1.155 4.139  0.0066
C: -3.511 0.813 -0.544  -0.3426
C: 3.374 0.877 4.205  -0.0289
C: 0.976 1.915 -4.821  -0.0474
C: -4.893 0.652 -0.624  -0.0111
H: 0.436 -2.672 1.288  0.1352
C: 0.375 -3.580 -2.157  -0.0670
N: 1.887 4.204 -0.039  0.1244
C: 0.187 -4.818 1.099  -0.1819

***

Which structure wins on stability? entry B wins.